No. 1
ORCA calculation (the ωB97M-V functional and the def2-TZVPD basis) on 2 unconnected molecules or ions with the total composition C2H9NS at a distorted geometry.

For the frontier orbital gap, the calculation gives 0.3681 Ha. As for the SMILES: CN.CS. The HOMO energy comes out at -9.13 eV. The total charge is 0.

Structure (XYZ):
```
13
Properties=species:S:1:pos:R:3:forces:R:3
C -1.381824 0.779340 -0.620312 0.85 0.26 -0.13
N -2.038626 -0.080272 0.370795 0.11 -0.77 -0.37
H -2.104152 1.251496 -1.279392 0.07 0.04 -0.11
H -0.744493 1.556516 -0.181822 -0.63 0.18 0.51
H -0.602357 0.269617 -1.202730 -0.62 -0.35 -0.43
H -1.546288 -0.970107 0.352846 0.24 0.14 0.49
H -2.940391 -0.399062 0.023712 -0.09 0.55 -0.01
C 1.691584 -0.798832 0.643196 0.68 0.22 -0.43
S 2.896544 0.631530 0.636730 -0.89 -0.87 0.16
H 2.159916 -1.645708 0.147618 0.13 -0.16 0.34
H 1.346203 -1.046507 1.639258 0.13 0.05 0.11
H 0.852170 -0.540897 0.013311 -0.21 0.25 0.19
H 2.411711 0.992884 -0.543204 0.23 0.46 -0.31
```
Positions in Å, forces in eV/Å.

These are the natural (NBO) partial charges, in e, on atoms 1 to 8: number 1, C, carries -0.421; number 2, N, carries -0.823; number 3, H, carries 0.196; number 4, H, carries 0.188; number 5, H, carries 0.166; number 6, H, carries 0.345; number 7, H, carries 0.351; number 8, C, carries -0.703

***

No. 2
ORCA calculation (the ωB97M-V functional and the def2-TZVPD basis) on 3 unconnected molecules or ions with the total composition C2H9NS at a distorted geometry.

For the frontier orbital gap, the calculation gives 0.3588 Ha. As for the SMILES: [H][H].C1CS1.N. The HOMO energy comes out at -8.81 eV. The total charge is 0.

Structure (XYZ):
```
13
Properties=species:S:1:pos:R:3:forces:R:3
H -2.889932 2.738737 2.214630 -0.01 0.00 -0.02
H -3.272456 2.758560 1.578747 0.02 -0.01 0.02
C 0.155372 0.997952 0.255734 0.18 -0.42 1.18
C 0.193217 0.953356 -1.208274 0.54 -0.31 0.35
S -0.884948 -0.301553 -0.450016 -0.61 0.42 -0.18
H 0.968129 0.667176 0.903127 0.05 -0.09 -0.53
H -0.414924 1.773200 0.735839 -0.17 0.35 -0.13
H 1.026493 0.413132 -1.633238 0.23 0.50 -0.26
H -0.169961 1.854316 -1.686596 -0.34 -0.43 -0.41
N 1.527976 -2.779405 -0.298480 -0.08 -0.06 0.54
H 1.931094 -3.494269 0.302306 0.11 -0.06 -0.25
H 0.989767 -3.258447 -1.011474 0.03 -0.03 -0.02
H 0.840172 -2.322755 0.297696 0.05 0.13 -0.29
```
Positions in Å, forces in eV/Å.

These are the natural (NBO) partial charges, in e, on atoms 1 to 8: number 1, H, carries -0.004; number 2, H, carries 0.004; number 3, C, carries -0.484; number 4, C, carries -0.487; number 5, S, carries 0.068; number 6, H, carries 0.225; number 7, H, carries 0.219; number 8, H, carries 0.237

***

No. 3
ORCA calculation (the ωB97M-V functional and the def2-TZVPD basis) on 2 unconnected molecules or ions with the total composition C2H9NS2 at a distorted geometry.

For the frontier orbital gap, the calculation gives 0.2804 Ha. As for the SMILES: CSS.CN. The HOMO energy comes out at -8.06 eV. The total charge is 0.

Structure (XYZ):
```
14
Properties=species:S:1:pos:R:3:forces:R:3
C -2.177197 -2.033900 3.009559 -0.55 1.30 0.25
S -1.864783 -0.161681 2.590246 0.15 0.46 0.81
S -1.026983 -0.422308 0.649188 1.05 -2.85 -0.89
H -1.345797 -2.641826 2.539794 -1.40 0.57 0.42
H -3.224002 -2.015245 2.578867 1.46 -1.34 0.42
H -2.230347 -2.199545 4.186396 0.34 0.79 -2.60
H -0.709001 0.353708 -0.457083 -1.05 1.04 1.60
C 1.263960 1.510559 -2.341491 0.49 -2.17 -3.08
N 2.392565 0.763072 -1.749510 1.24 0.04 -0.09
H 1.594363 2.527363 -2.634724 -0.50 -0.59 -0.70
H 0.582840 1.656731 -1.556875 -1.23 0.08 0.98
H 0.723935 0.816726 -3.212769 1.41 2.27 2.13
H 3.155562 0.329868 -2.345745 -1.82 0.99 0.34
H 2.864883 1.516478 -1.255853 0.40 -0.59 0.40
```
Positions in Å, forces in eV/Å.

These are the natural (NBO) partial charges, in e, on atoms 1 to 8: number 1, C, carries -0.708; number 2, S, carries 0.069; number 3, S, carries -0.312; number 4, H, carries 0.248; number 5, H, carries 0.239; number 6, H, carries 0.247; number 7, H, carries 0.213; number 8, C, carries -0.401

***

No. 4
ORCA calculation (the ωB97M-V functional and the def2-TZVPD basis) on 2 unconnected molecules or ions with the total composition C2H9NSi at a distorted geometry.

For the frontier orbital gap, the calculation gives 0.3484 Ha. The HOMO energy comes out at -9.33 eV. The total charge is 0.

Structure (XYZ):
```
13
Properties=species:S:1:pos:R:3:forces:R:3
C 2.013704 0.089005 0.028944 0.07 -0.19 -0.55
C 0.557508 -0.459779 0.067450 3.08 -1.15 0.12
N -0.403679 0.231145 -0.610713 -2.44 5.84 0.09
Si -2.112569 -0.038484 -0.184237 0.53 1.54 -0.68
H 2.460353 0.228346 -0.997144 -0.83 -0.10 0.82
H 1.904502 1.106180 0.498461 0.89 -0.98 -0.03
H 2.682338 -0.704513 0.518020 -0.85 1.64 -0.11
H 0.632712 -1.435277 -0.468574 -0.42 -0.01 1.02
H 0.297449 -0.403196 1.103784 0.19 -1.43 1.17
H -0.387676 1.641823 0.123886 0.00 -3.92 -2.41
H -2.406944 -1.385537 0.207058 -0.12 -1.14 -0.39
H -2.861019 0.520989 -1.409744 0.22 -0.47 1.10
H -2.376682 0.609296 1.122804 -0.31 0.35 -0.16
```
Positions in Å, forces in eV/Å.

These are the natural (NBO) partial charges, in e, on atoms 1 to 8: number 1, C, carries -0.612; number 2, C, carries -0.257; number 3, N, carries -0.906; number 4, Si, carries 1.070; number 5, H, carries 0.211; number 6, H, carries 0.204; number 7, H, carries 0.216; number 8, H, carries 0.210

***

No. 5
ORCA calculation (the ωB97M-V functional and the def2-TZVPD basis) on 3 unconnected molecules or ions with the total composition C2H9O3 at a distorted geometry.

For the frontier orbital gap, the calculation gives 0.2746 Ha. The HOMO energy comes out at -3.63 eV. The total charge is -1.

Structure (XYZ):
```
14
Properties=species:S:1:pos:R:3:forces:R:3
C 1.368497 0.460951 -0.335149 1.62 0.76 2.80
O 0.512136 -0.231752 0.521118 -1.76 -1.19 -0.93
C 2.674384 -0.255062 -0.627533 0.83 -1.09 -1.52
H 0.909497 0.800407 -1.198259 -1.07 0.57 -1.80
H 1.670299 1.331232 0.261896 -0.03 0.51 -0.32
H 2.495362 -0.946602 -1.527401 0.63 0.72 1.25
H 3.574451 0.416562 -0.845973 -1.45 -0.56 0.01
H 3.006028 -0.858238 0.229011 -0.35 0.02 -0.17
H -3.519079 -0.071808 0.789734 1.06 0.60 -0.08
H -3.407502 -0.476623 2.320444 0.58 -0.08 -0.12
O -3.994199 -0.143613 1.650288 -1.42 -0.15 0.27
H -2.534105 -0.262937 -0.928722 -0.45 -1.67 -1.43
H -0.431364 -0.252963 0.120948 1.02 0.61 0.69
O -2.324408 0.490446 -0.430403 0.79 0.96 1.36
```
Positions in Å, forces in eV/Å.

These are the natural (NBO) partial charges, in e, on atoms 1 to 8: number 1, C, carries -0.058; number 2, O, carries -0.777; number 3, C, carries -0.625; number 4, H, carries 0.173; number 5, H, carries 0.129; number 6, H, carries 0.187; number 7, H, carries 0.189; number 8, H, carries 0.207

***

No. 6
ORCA calculation (the ωB97M-V functional and the def2-TZVPD basis) on 2 unconnected molecules or ions with the total composition C2H9OS at a distorted geometry.

For the frontier orbital gap, the calculation gives 0.4515 Ha. The HOMO energy comes out at -15.76 eV. The total charge is +1.

Structure (XYZ):
```
13
Properties=species:S:1:pos:R:3:forces:R:3
O 0.564245 1.816161 2.248104 0.47 -0.08 0.24
H 1.320402 2.381913 2.042534 -0.16 0.08 -0.13
H 0.711158 1.626964 3.190278 -0.31 -0.07 -0.32
H 0.089798 0.560987 0.564975 0.47 0.16 0.16
C -1.585902 -0.090204 -0.944764 -0.29 0.76 -0.72
S -0.332708 -0.655631 0.193088 -0.67 -0.21 0.44
C 0.982052 -1.342835 -0.759455 1.13 -0.73 -0.97
H -2.409982 -0.769299 -1.098954 0.10 -0.58 0.26
H -1.199131 0.214946 -1.918604 0.31 -0.16 0.19
H -1.986328 0.800996 -0.479646 -0.18 0.19 0.20
H 1.093640 -2.406950 -0.532157 -0.09 0.29 0.30
H 0.804044 -1.287993 -1.820039 -0.65 0.14 -0.41
H 1.948711 -0.849055 -0.685362 -0.12 0.20 0.75
```
Positions in Å, forces in eV/Å.

These are the natural (NBO) partial charges, in e, on atoms 1 to 8: number 1, O, carries -0.967; number 2, H, carries 0.487; number 3, H, carries 0.496; number 4, H, carries 0.216; number 5, C, carries -0.768; number 6, S, carries 0.697; number 7, C, carries -0.808; number 8, H, carries 0.275

***

No. 7
ORCA calculation (the ωB97M-V functional and the def2-TZVPD basis) on 2 unconnected molecules or ions with the total composition C2H9PSi at a distorted geometry.

For the frontier orbital gap, the calculation gives 0.3401 Ha. The HOMO energy comes out at -8.71 eV. The total charge is 0.

Structure (XYZ):
```
13
Properties=species:S:1:pos:R:3:forces:R:3
C -1.096607 1.307499 -0.320910 0.89 -1.33 -3.62
C -0.507843 -1.936405 -0.223476 4.22 -0.07 2.96
Si -0.016705 -0.149933 0.351035 1.33 1.86 1.76
P 2.280323 0.108752 -0.097101 -0.77 -0.75 -0.19
H -1.516325 1.853859 0.442807 -1.00 1.06 1.86
H -0.474955 2.045264 -0.933634 -0.56 -1.08 0.82
H -1.926454 0.973863 -1.037964 1.06 0.31 1.05
H -1.264132 -1.849174 -0.873920 -3.13 -0.01 -2.17
H 0.385058 -2.394106 -0.757643 -0.97 0.74 0.63
H -0.685465 -2.582730 0.660037 -0.34 0.30 -0.68
H 0.281394 0.648550 2.225206 -0.92 -1.77 -2.45
H 2.479293 0.599858 1.190145 0.19 0.15 0.30
H 2.062420 1.374707 -0.624578 0.00 0.58 -0.28
```
Positions in Å, forces in eV/Å.

These are the natural (NBO) partial charges, in e, on atoms 1 to 8: number 1, C, carries -1.109; number 2, C, carries -1.082; number 3, Si, carries 1.117; number 4, P, carries -0.189; number 5, H, carries 0.240; number 6, H, carries 0.248; number 7, H, carries 0.234; number 8, H, carries 0.226

***

No. 8
ORCA calculation (the ωB97M-V functional and the def2-TZVPD basis) on 2 unconnected molecules or ions with the total composition C2HBF6 at a distorted geometry.

For the frontier orbital gap, the calculation gives 0.3273 Ha. The HOMO energy comes out at -9.45 eV. The total charge is 0.

Structure (XYZ):
```
10
Properties=species:S:1:pos:R:3:forces:R:3
B -0.511093 0.797750 -0.174848 4.20 0.45 0.16
C 3.572680 0.206572 -0.020892 -2.38 -0.97 -1.16
C 1.796295 -0.016226 0.027275 -0.18 0.34 -0.24
F 3.970054 1.444438 -0.024313 -0.02 1.42 0.06
F 4.065489 -0.373409 -1.138428 -0.37 0.01 0.42
F 4.108281 -0.390569 1.033666 -0.09 -0.22 0.04
F -0.688423 2.034875 0.013190 -0.29 0.75 0.29
F 1.512632 -1.046929 -0.796346 0.48 -0.33 -1.20
F 1.709140 -0.577575 1.226677 -0.47 -0.12 1.93
H -1.229369 0.011101 -0.541870 -0.88 -1.35 -0.31
```
Positions in Å, forces in eV/Å.

These are the natural (NBO) partial charges, in e, on atoms 1 to 8: number 1, B, carries 0.977; number 2, C, carries 0.925; number 3, C, carries 0.376; number 4, F, carries -0.313; number 5, F, carries -0.331; number 6, F, carries -0.312; number 7, F, carries -0.462; number 8, F, carries -0.374

***

No. 9
ORCA calculation (the ωB97M-V functional and the def2-TZVPD basis) on a molecular structure, C2HBr2ClF2 at a distorted geometry.

For the frontier orbital gap, the calculation gives 0.3359 Ha. The HOMO energy comes out at -9.59 eV. The total charge is 0.

Structure (XYZ):
```
8
Properties=species:S:1:pos:R:3:forces:R:3
C -0.688074 -0.561064 0.796109 1.71 -0.91 -1.87
C 0.572181 0.332116 -0.895509 -0.55 -1.67 1.87
F -1.764122 -1.165723 0.239147 0.39 0.88 0.25
F 0.360215 -0.207883 -2.133011 0.12 0.86 1.76
Cl -1.036197 0.869790 1.695432 -0.18 -1.17 0.25
Br 2.433195 -0.036798 -0.265241 -1.06 0.03 -0.57
Br 0.202601 2.193005 -0.723639 0.18 -0.14 -1.01
H -0.079799 -1.423442 1.286714 -0.61 2.13 -0.68
```
Positions in Å, forces in eV/Å.

Here is what natural (NBO) gives for the atomic charges, in e: number 1, C, carries 0.184; number 2, C, carries 0.104; number 3, F, carries -0.331; number 4, F, carries -0.341; number 5, Cl, carries 0.051; number 6, Br, carries 0.015; number 7, Br, carries 0.107; number 8, H, carries 0.211

***

No. 10
ORCA calculation (the ωB97M-V functional and the def2-TZVPD basis) on a molecular structure, C2HBr2N2 at a distorted geometry.

For the frontier orbital gap (alpha / beta), the calculation gives 0.2610 / 0.2262 Ha. The spin multiplicity is 3. The expectation value of S² is 2.014. The HOMO energy (alpha / beta) comes out at -12.77 / -15.51 eV. The total charge is +1.

Structure (XYZ):
```
7
Properties=species:S:1:pos:R:3:forces:R:3
C -0.245799 -0.273959 0.492577 0.50 0.65 -4.17
C -1.478899 -0.024741 1.075382 -3.59 0.50 1.25
N 1.479758 -0.760081 2.057017 2.51 -1.18 2.53
N 0.804097 -0.463186 1.228425 -1.11 1.03 -1.86
Br -2.785064 0.670380 -0.033373 0.43 0.00 -0.02
Br -2.004638 -0.339367 2.827566 0.73 -0.11 -0.46
H -0.198879 -0.064465 -0.683185 0.53 -0.90 2.74
```
Positions in Å, forces in eV/Å.

Here is what natural (NBO) gives for the atomic charges, in e: number 1, C, carries 0.091; number 2, C, carries -0.376; number 3, N, carries 0.309; number 4, N, carries -0.056; number 5, Br, carries 0.378; number 6, Br, carries 0.330; number 7, H, carries 0.323